# 1
The following is a DFT calculation (ωB97M-V/def2-TZVPD) of a structure of composition C20H14BrF3N3O6SSe4Ta at a distorted geometry.

ΔE to the lowest compared entry with this formula, charge and spin = 437.5 kJ/mol
gap between HOMO and LUMO = 0.1918 Eh

Geometry as ORCA input:
```
! RIJCOSX wB97M-V def2-TZVPD def2/J DEFGRID3
* xyz 0 1
Ta 0.5698 1.6461 -0.3221
C 0.7389 4.0787 -7.4913
C 0.1631 3.7167 -6.1523
C -0.4717 2.4907 -5.9640
C -0.9598 2.1199 -4.7240
C -0.7998 2.9920 -3.6571
C -0.2067 4.2345 -3.8181
C 0.2611 4.5882 -5.0719
S -1.3767 2.6191 -2.0356
O -2.7385 3.0229 -1.9394
O -0.4724 3.3357 -1.0512
N -1.1492 1.0704 -1.5094
C -0.9186 -0.0052 -2.3947
C -1.9697 -0.8575 -2.6771
C -1.8015 -1.8883 -3.5777
C -0.5774 -2.0349 -4.2112
C 0.4487 -1.1843 -3.8777
N 0.2948 -0.1935 -2.9824
H 0.0761 3.7746 -8.3012
H 1.6947 3.5722 -7.6395
H 0.9142 5.1500 -7.5706
H -0.5849 1.8130 -6.8015
H -1.4937 1.1862 -4.6154
H -0.1023 4.9094 -2.9798
H 0.7253 5.5569 -5.2063
H -2.9017 -0.6792 -2.1627
H -2.6184 -2.5646 -3.7897
H -0.3997 -2.8126 -4.9386
H 1.4170 -1.2812 -4.3355
Se 0.0729 2.6605 1.9999
Se 0.3489 4.4937 3.2486
Se 3.7974 3.1615 2.5972
Se 2.4575 2.0811 1.2046
Br 4.2389 -1.0332 3.4296
C 2.6137 -1.8970 2.9711
C 2.3094 -3.1178 3.5617
C 1.1364 -3.7373 3.1705
C 0.3348 -3.1301 2.2150
C 0.7312 -1.8987 1.7226
N 1.8478 -1.2803 2.1040
C -0.0885 -1.2050 0.6675
O -0.6507 -1.8554 -0.1890
O -0.2044 0.0947 0.8113
H 2.9708 -3.5509 4.2969
H 0.8552 -4.6893 3.6014
H -0.5784 -3.5836 1.8578
F 3.1404 -1.1898 -2.9980
C 2.8973 0.1278 -3.0244
F 3.9008 0.7426 -2.4214
F 2.8650 0.5207 -4.3111
C 1.5926 0.5102 -2.2808
O 1.4165 1.8391 -2.2418
O 1.5999 0.0094 -1.0325
*
```



# 2
The following is a DFT calculation (ωB97M-V/def2-TZVPD) of a structure of composition C39H32CoN2O2P2.

expectation value of S² = 6.281
ΔE to the lowest compared entry with this formula, charge and spin = 346.1 kJ/mol
gap between HOMO and LUMO (spin up / spin down) = 0.2585 / 0.2427 Eh

Geometry as ORCA input:
```
! RIJCOSX wB97M-V def2-TZVPD def2/J DEFGRID3
* xyz 1 5
Co 0.4143 0.4271 -0.2542
O 1.9820 -0.9664 0.3859
C 1.4243 -2.1222 0.9378
C 2.1974 -3.1678 1.4158
C 1.5631 -4.2972 1.9144
C 0.1789 -4.3919 1.9176
C -0.5768 -3.3420 1.4261
C 0.0388 -2.1857 0.9556
C -0.7679 -1.0768 0.3955
N -1.0780 0.0653 1.0700
N -2.2376 0.7742 0.6611
C -2.0700 1.3643 -0.5000
O -1.0043 1.2947 -1.2260
C -3.2080 2.1764 -0.9975
C -3.0276 2.9732 -2.1225
C -4.0678 3.7679 -2.5799
C -5.2876 3.7623 -1.9202
C -5.4722 2.9606 -0.8000
C -4.4356 2.1691 -0.3366
H 3.2765 -3.1308 1.3868
H 2.1649 -5.1167 2.2828
H -0.3067 -5.2821 2.2909
H -1.6579 -3.4037 1.4142
H -1.4885 -1.3235 -0.3793
H -2.0710 2.9659 -2.6251
H -3.9266 4.3910 -3.4528
H -6.0992 4.3805 -2.2802
H -6.4277 2.9518 -0.2922
H -4.5647 1.5374 0.5316
C 1.7107 3.3458 1.9580
P 1.5099 1.6234 1.4225
C 0.7310 0.6278 2.7218
C -0.7299 0.3333 2.5206
C -1.2740 -0.7200 3.4221
C -0.5423 -1.2295 4.4406
C 0.7970 -0.8289 4.6549
C 1.4080 0.0819 3.7730
C 3.1796 0.9551 1.2700
C 4.3278 1.6864 1.2091
C 5.5314 1.1308 0.7254
C 5.5281 -0.1646 0.1569
C 4.4250 -0.9465 0.2186
C 3.2355 -0.5197 1.0077
P 0.2224 4.4308 1.6598
C 0.7933 5.9192 2.5671
C 2.0959 6.4014 2.4719
C 2.4611 7.5835 3.1015
C 1.5256 8.3048 3.8255
C 0.2204 7.8405 3.9154
C -0.1430 6.6591 3.2905
C -0.9678 3.7421 2.8663
C -2.2772 3.5480 2.4391
C -3.2276 3.0071 3.2994
C -2.8669 2.6481 4.5870
C -1.5598 2.8479 5.0283
C -0.6214 3.4027 4.1770
H 2.4826 3.7647 1.3077
H 2.0707 3.3714 2.9895
H -1.3073 1.2512 2.6897
H -2.3042 -1.0117 3.2603
H -0.9857 -1.9622 5.1021
H 1.3626 -1.2474 5.4746
H 2.4515 0.3394 3.9230
H 4.3208 2.7311 1.4906
H 6.4267 1.7338 0.6971
H 6.4124 -0.5225 -0.3527
H 4.4022 -1.9284 -0.2345
H 3.2510 -1.0274 1.9856
H 2.8456 5.8681 1.9005
H 3.4791 7.9411 3.0209
H 1.8105 9.2260 4.3153
H -0.5173 8.3992 4.4757
H -1.1638 6.3059 3.3744
H -2.5539 3.8070 1.4237
H -4.2424 2.8593 2.9541
H -3.6017 2.2212 5.2572
H -1.2825 2.5816 6.0400
H 0.3852 3.5828 4.5372
*
```



# 3
The following is a DFT calculation (ωB97M-V/def2-TZVPD) of a structure of composition C5H8Cl12 at a distorted geometry.

ΔE to the lowest compared entry with this formula, charge and spin = 1104.4 kJ/mol
gap between HOMO and LUMO = 0.3719 Eh

Geometry as ORCA input:
```
! RIJCOSX wB97M-V def2-TZVPD def2/J DEFGRID3
* xyz 0 1
C 0.4425 0.3371 0.6330
Cl -0.1917 1.4273 -0.6049
Cl 2.0229 0.8665 1.3037
Cl 0.3691 -1.4375 0.1473
H -0.2504 0.5423 1.4490
C 2.6042 -2.4699 0.0617
Cl 3.3044 -2.6177 -1.5606
Cl 3.7905 -1.9556 1.2486
Cl 1.9064 -4.0362 0.5815
H 1.8140 -1.7427 -0.1255
C -0.7156 2.8875 1.4803
Cl -0.2573 4.0565 2.7448
Cl -1.5963 1.6057 2.1811
H -1.4748 3.3914 0.8821
H 0.1461 2.5283 0.9178
C -0.7333 -3.2284 -0.1297
Cl -2.3017 -2.5793 0.2706
Cl -0.4652 -3.5047 -1.8351
H 0.1045 -2.6793 0.2999
H -0.6453 -4.1888 0.3782
C -1.4499 2.5032 -1.9169
Cl -1.5877 4.1741 -2.5442
Cl -2.8009 1.6290 -2.5642
H -0.6118 2.0758 -2.4675
H -1.4226 2.4155 -0.8308
*
```



# 4
The following is a DFT calculation (ωB97M-V/def2-TZVPD) of a structure of composition C38H49ClN3O5SiV at a distorted geometry.

expectation value of S² = 3.790
ΔE to the lowest compared entry with this formula, charge and spin = 0.0 kJ/mol
gap between HOMO and LUMO (spin up / spin down) = 0.1825 / 0.1971 Eh

Geometry as ORCA input:
```
! RIJCOSX wB97M-V def2-TZVPD def2/J DEFGRID3
* xyz -1 4
O 0.4230 -0.4669 -4.0502
C -0.5835 0.3078 -3.9924
C -0.7429 1.7281 -4.3064
C -0.7056 2.9096 -3.5638
H -0.7866 2.9080 -2.4776
C -0.5368 4.0881 -4.2861
H -0.4699 5.0342 -3.7568
C -0.4614 4.0917 -5.6763
H -0.2929 5.0129 -6.2378
C -0.6387 2.8952 -6.3825
H -0.6294 2.8511 -7.4633
C -0.8642 1.7335 -5.6926
H -1.0472 0.7798 -6.2080
H -1.6502 -0.1977 -4.2457
C -2.8600 -0.9485 -2.6428
C -2.0473 0.2143 -2.0732
H -3.6782 -0.6782 -3.3516
H -3.3179 -1.4156 -1.7659
H -2.2685 -1.6933 -3.1568
C -2.8005 1.3571 -1.8014
C -4.0949 1.2545 -1.0208
H -2.6327 2.3329 -2.2791
H -4.9540 1.5194 -1.6891
H -4.1396 1.9316 -0.1260
H -4.1967 0.1971 -0.6791
V -1.4283 0.2779 -0.1546
Cl -1.0308 2.5345 0.0098
C -2.9962 0.7188 2.1206
O -2.5149 -0.1937 1.3698
N -3.6299 0.3669 3.2205
C -3.5073 -1.0140 3.6750
C -4.2834 1.3560 4.0523
H -2.8568 1.7645 1.8486
H -3.8107 -1.7316 2.9022
H -4.1606 -1.1249 4.5391
H -2.4760 -1.2622 3.9679
H -4.9391 1.9764 3.4213
H -3.5305 2.0128 4.5208
H -4.8723 0.8172 4.8047
H 3.6134 2.5936 -4.3584
H 3.8650 1.3984 -0.8881
C 2.6918 2.3031 -3.8244
C 2.9599 1.7333 -1.3980
N 2.9298 1.3044 -2.7890
H 1.9910 1.8791 -4.5613
C 2.8919 -0.0245 -3.0863
O 3.2732 -0.9402 -2.3728
H 2.0859 1.3327 -0.8729
H 2.3765 -0.2158 -4.0592
H 2.2599 3.2017 -3.3676
H 2.9299 2.8246 -1.3815
H -0.8996 -4.6560 -0.0248
H 1.8176 -4.9585 -1.2758
C -0.9229 -4.6248 -1.1274
C 1.3785 -4.3577 -2.0904
N 0.1276 -3.7448 -1.6359
H -1.9002 -4.2638 -1.4699
C -0.0068 -2.4247 -1.4027
O -0.9535 -1.9631 -0.7224
H 2.0894 -3.5817 -2.4026
H 0.7614 -1.7729 -1.8897
H -0.7420 -5.6272 -1.5227
H 1.1745 -5.0372 -2.9302
O 0.3647 -0.0318 0.5142
Si 1.0269 -0.2930 1.9709
C 0.5481 1.1218 3.0938
C 1.0530 2.3810 2.7448
C 0.5869 3.5284 3.3913
C -0.3589 3.4213 4.4063
C -0.7917 2.1510 4.8183
C -0.3143 1.0029 4.1770
C 0.6978 -2.0250 2.6326
C 1.6395 -2.7393 3.3903
C 1.3821 -4.0482 3.8129
C 0.1794 -4.6769 3.4776
C -0.7445 -3.9970 2.6757
C -0.4865 -2.6799 2.2835
C 2.8980 -0.1774 1.9748
C 3.5375 -0.7067 0.8552
C 4.9322 -0.7295 0.7761
C 5.6965 -0.1993 1.8213
C 5.0629 0.3698 2.9340
C 3.6614 0.3755 3.0149
H 1.7951 2.4705 1.9470
H 0.9767 4.5040 3.0843
H -0.7402 4.3201 4.9006
H -1.4812 2.0565 5.6523
H -0.6027 0.0105 4.5328
H 2.5953 -2.2769 3.6292
H 2.1197 -4.5826 4.4063
H -0.0560 -5.6816 3.8377
H -1.6814 -4.4709 2.3566
H -1.2247 -2.1639 1.6702
H 2.9445 -1.0848 0.0236
H 5.3946 -1.1617 -0.1153
H 6.7873 -0.2340 1.7614
H 5.6533 0.8038 3.7462
H 3.1699 0.8202 3.8824
*
```